w:
The following is a DFT calculation (ωB97M-V with the def2-TZVPD basis set) of a molecular structure, C25H31BrN4O5PPt.

Geometry as XYZ:
```
68
Properties=species:S:1:pos:R:3:nbo_charge:R:1
Pt -0.2039 0.8894 0.4843 1.103
O -3.7200 5.3847 -0.4603 -0.503
C -3.8775 5.1909 0.8101 0.481
C -4.6964 6.0871 1.5792 -0.196
C -4.8375 5.8995 2.9151 -0.168
C -4.1734 4.8145 3.5311 0.003
C -3.3758 3.9158 2.7793 -0.174
C -3.2110 4.0651 1.4334 -0.053
C -2.3650 3.0626 0.7061 0.551
O -1.8896 2.1017 1.4328 -0.716
N -2.1948 3.1770 -0.5690 -0.343
N -1.3430 2.1963 -0.9920 -0.278
C -1.2709 1.8687 -2.2177 0.131
C -0.2057 0.9459 -2.6037 0.118
C 0.0381 0.6242 -3.9177 -0.173
C 1.1735 -0.1220 -4.2263 -0.094
C 2.0255 -0.4838 -3.2022 -0.212
C 1.6987 -0.1413 -1.8965 0.093
N 0.5956 0.5424 -1.5907 -0.511
H -4.2123 6.1576 -0.7886 0.529
H -5.1864 6.9106 1.0708 0.257
H -5.4484 6.5699 3.5045 0.274
H -4.2808 4.6637 4.5974 0.254
H -2.8822 3.0878 3.2719 0.270
H -1.9219 2.3292 -2.9559 0.248
H -0.6363 0.9666 -4.6914 0.261
H 1.3932 -0.3881 -5.2518 0.266
H 2.9407 -1.0256 -3.3958 0.264
H 2.3445 -0.4144 -1.0786 0.219
C 3.9271 -3.3167 1.9302 -0.647
C 2.5329 -2.9108 1.5405 -0.003
C 1.4834 -3.8328 1.5147 -0.103
C 0.2020 -3.4456 1.1508 -0.248
C 0.0530 -2.1190 0.8189 0.138
Br -1.6455 -1.3813 0.3303 0.253
N 1.0049 -1.2175 0.8190 -0.511
C 2.2353 -1.6036 1.1909 0.048
H 4.3327 -4.0313 1.2130 0.259
H 3.9274 -3.8028 2.9059 0.253
H 4.5981 -2.4606 1.9717 0.233
H 1.6672 -4.8666 1.7839 0.260
H -0.6261 -4.1407 1.1290 0.270
H 3.0007 -0.8356 1.2086 0.222
C 1.2634 -0.9732 5.5746 -0.642
C 1.7993 0.1214 4.6922 -0.063
O 1.1652 0.0677 3.3448 -0.867
P 0.0376 1.0402 2.8890 2.000
O 0.4450 2.5216 3.2226 -0.820
C 1.3006 3.3026 2.3369 -0.047
C 2.7603 3.0469 2.6155 -0.646
O -1.1975 0.8702 3.8222 -0.828
C -1.8969 -0.4111 4.0104 -0.056
C -3.3204 -0.2810 3.5410 -0.639
H 1.9112 -1.0689 6.4466 0.260
H 1.2625 -1.9302 5.0519 0.221
H 0.2592 -0.7553 5.9331 0.216
H 2.8592 -0.0016 4.4870 0.211
H 1.6367 1.1148 5.1067 0.206
H 1.0217 4.3367 2.5178 0.226
H 1.0389 3.0741 1.2923 0.153
H 2.9888 3.2462 3.6619 0.244
H 3.3712 3.7114 2.0040 0.253
H 3.0391 2.0152 2.3889 0.203
H -1.8315 -0.6206 5.0734 0.221
H -1.3553 -1.1946 3.4770 0.177
H -3.8209 -1.2445 3.6445 0.249
H -3.3639 0.0247 2.4954 0.210
H -3.8626 0.4432 4.1485 0.230
```

- orbital gap (spin up / spin down) (eV) = 7.86 / 5.71
- HOMO energy (spin up / spin down) (eV) = -16.75 / -17.05
- spin multiplicity = 5
- net charge = +3
- expectation value of S² = 6.03

x:
The following is a DFT calculation (ωB97M-V with the def2-TZVPD basis set) of a molecular structure, C25H31BrN4O5PPt.

Geometry as XYZ:
```
68
Properties=species:S:1:pos:R:3:nbo_charge:R:1
Pt 0.9014 -0.3536 -0.0001 1.053
O 3.5222 -5.4005 -0.3026 -0.501
C 4.3732 -4.6639 -0.9437 0.498
C 5.6531 -5.1741 -1.3090 -0.213
C 6.5606 -4.3837 -1.9447 -0.151
C 6.2324 -3.0429 -2.2431 -0.021
C 4.9727 -2.5259 -1.9061 -0.092
C 4.0231 -3.2995 -1.2777 -0.140
C 2.7210 -2.6633 -0.9905 0.578
O 2.5347 -1.4503 -1.3260 -0.697
N 1.7556 -3.3784 -0.4441 -0.319
N 0.7319 -2.7013 -0.0256 -0.198
C -0.4596 -3.1111 0.2101 0.095
C -1.3454 -2.2153 0.9235 0.124
C -2.5918 -2.6301 1.3667 -0.173
C -3.3230 -1.7940 2.1998 -0.097
C -2.7775 -0.5786 2.5744 -0.209
C -1.5416 -0.2110 2.0568 0.093
N -0.8495 -0.9949 1.2379 -0.516
H 3.8381 -6.3113 -0.1655 0.531
H 5.8977 -6.2009 -1.0597 0.260
H 7.5295 -4.7811 -2.2160 0.274
H 6.9533 -2.4090 -2.7428 0.257
H 4.7138 -1.5025 -2.1460 0.260
H -0.7681 -4.1203 -0.0480 0.250
H -2.9705 -3.5980 1.0660 0.260
H -4.2974 -2.0940 2.5619 0.266
H -3.2987 0.0831 3.2512 0.265
H -1.1007 0.7373 2.3247 0.221
C -0.8731 5.2466 1.6295 -0.650
C -0.8827 4.1002 0.6727 0.003
C -1.4679 4.1997 -0.5919 -0.109
C -1.4576 3.1209 -1.4618 -0.243
C -0.8589 1.9645 -1.0130 0.133
Br -0.7612 0.3874 -2.0977 0.241
N -0.3112 1.8273 0.1765 -0.510
C -0.3115 2.8737 1.0012 0.048
H -1.8939 5.5100 1.9131 0.259
H -0.4478 6.1363 1.1634 0.254
H -0.3130 5.0243 2.5351 0.234
H -1.9382 5.1257 -0.8997 0.260
H -1.8910 3.1823 -2.4508 0.267
H 0.1594 2.7333 1.9682 0.216
C 3.3108 4.5018 -1.4084 -0.639
C 3.3359 3.6412 -0.1673 -0.067
O 2.3490 2.5543 -0.2392 -0.856
P 2.7308 1.0644 -0.6037 1.973
O 3.9769 0.6238 0.2670 -0.814
C 3.8008 0.0182 1.5657 -0.046
C 3.6463 1.0497 2.6614 -0.644
O 3.4263 1.0850 -2.0065 -0.822
C 2.7892 1.4587 -3.2603 -0.058
C 2.8878 0.3175 -4.2460 -0.638
H 3.8357 5.4342 -1.2022 0.257
H 2.2866 4.7423 -1.6954 0.220
H 3.8122 4.0208 -2.2461 0.215
H 3.0416 4.2151 0.7094 0.208
H 4.3244 3.2163 0.0067 0.203
H 4.6808 -0.6017 1.7233 0.224
H 2.9142 -0.6464 1.5386 0.144
H 4.4945 1.7335 2.6503 0.245
H 3.6121 0.5621 3.6348 0.251
H 2.7294 1.6272 2.5239 0.200
H 3.3182 2.3330 -3.6326 0.216
H 1.7502 1.7455 -3.0830 0.176
H 2.3544 0.5727 -5.1606 0.249
H 2.4612 -0.5932 -3.8245 0.213
H 3.9296 0.1291 -4.5049 0.228
```

- orbital gap (spin up / spin down) (eV) = 7.65 / 5.18
- HOMO energy (spin up / spin down) (eV) = -16.78 / -16.84
- spin multiplicity = 5
- net charge = +3
- expectation value of S² = 6.04

Which structure loses on stability? x does.

w:
The following is a DFT calculation (ωB97M-V with the def2-TZVPD basis set) of a molecular structure, C48H33ClGeI2N4O2W.

Geometry as XYZ:
```
92
Properties=species:S:1:pos:R:3:mulliken_charge:R:1
W 0.3935 -0.0465 -0.4100 0.447
Cl 1.5822 -5.4099 4.5683 -0.159
C 1.5353 -4.0730 3.4881 -0.092
C 2.7286 -3.5220 3.0130 -0.978
C 2.7229 -2.4467 2.1396 -0.523
C 1.4991 -1.9367 1.7533 -0.670
O 1.4011 -0.8856 0.9127 1.012
C 0.3088 -2.4619 2.2124 1.370
C -0.9439 -1.8782 1.8033 -0.469
N -1.1424 -0.9187 0.9731 2.002
C -2.5166 -0.5739 0.6803 0.059
C -3.6208 -1.3057 0.9991 -0.277
C -4.9094 -0.8356 0.6599 -1.262
C -5.0617 0.3503 0.0038 -0.915
C -3.9247 1.1085 -0.3562 1.133
C -3.9981 2.3440 -1.0435 -0.859
C -2.8522 3.0083 -1.3421 -1.199
C -1.6149 2.4430 -0.9755 0.022
N -1.5073 1.3000 -0.3441 0.527
C -2.6536 0.6270 -0.0199 -1.002
C 0.3237 -3.5441 3.0964 -1.547
H 3.6688 -3.9479 3.3387 0.494
H 3.6404 -2.0097 1.7692 0.727
H -1.8159 -2.3156 2.2874 0.220
H -3.5548 -2.2623 1.5006 0.592
H -5.7725 -1.4279 0.9298 0.452
H -6.0459 0.7192 -0.2555 0.495
H -4.9651 2.7423 -1.3256 0.502
H -2.8591 3.9511 -1.8693 0.539
H -0.7045 2.9496 -1.2345 0.132
H -0.6012 -3.9611 3.4769 0.548
I -0.7067 1.7055 -4.8401 0.078
C -1.2906 -0.2013 -4.2871 -0.140
C -2.0130 -1.0100 -5.2033 -0.165
C -2.3941 -2.2792 -4.8794 -0.343
I -3.4433 -3.3836 -6.2841 0.170
C -2.0677 -2.8264 -3.6011 1.033
C -2.4016 -4.1263 -3.1589 -0.979
C -2.0270 -4.5355 -1.9088 -1.476
C -1.3131 -3.6405 -1.0915 -0.011
N -0.9755 -2.4313 -1.4649 0.569
C -1.3472 -2.0220 -2.6999 -0.114
C -0.9762 -0.7065 -3.0643 -0.474
O -0.3320 0.0194 -2.1330 1.047
H -2.2605 -0.6017 -6.1734 0.398
H -2.9516 -4.7884 -3.8149 0.292
H -2.2676 -5.5241 -1.5435 0.475
H -1.0081 -3.9522 -0.0926 0.444
C 3.1950 -3.4360 -1.5364 -1.065
C 4.3220 -2.7551 -1.9837 -0.740
C 4.2486 -1.3905 -2.1681 -1.130
C 3.0499 -0.7301 -1.9197 0.751
N 1.9706 -1.3917 -1.4820 0.102
C 2.0546 -2.7128 -1.2790 -0.363
C 2.8646 0.7064 -2.0721 0.489
C 3.6554 1.4327 -2.9551 -0.599
C 3.4484 2.7890 -3.1298 -1.106
C 2.4580 3.4166 -2.3933 -1.211
C 1.6779 2.6860 -1.5108 0.771
C 1.8388 1.3134 -1.3397 0.435
H 3.1973 -4.5047 -1.3769 0.545
H 5.2477 -3.2833 -2.1712 0.468
H 5.1143 -0.8232 -2.4775 0.516
H 1.1663 -3.2017 -0.9120 0.357
H 4.4178 0.9304 -3.5370 0.476
H 4.0552 3.3487 -3.8285 0.467
H 2.2987 4.4836 -2.4888 0.536
H 0.9690 3.2369 -0.9207 0.107
Ge 0.8425 1.8831 1.3329 1.160
C 2.7484 2.2626 1.5127 0.088
C 3.1977 3.5595 1.2810 -0.442
C 4.5427 3.8827 1.4149 -0.636
C 5.4587 2.9061 1.7769 -0.650
C 5.0217 1.6120 2.0304 -0.675
C 3.6745 1.2977 1.9022 0.150
C 0.3192 1.6132 3.1956 0.216
C 0.8080 2.6652 3.9792 -0.949
C 0.5980 2.6961 5.3489 -0.681
C -0.1022 1.6721 5.9715 -0.684
C -0.6020 0.6273 5.2119 -0.841
C -0.3936 0.6056 3.8365 -0.040
H 0.1945 3.2280 0.9508 -0.066
H 2.4964 4.3415 1.0066 0.404
H 4.8733 4.8989 1.2405 0.468
H 6.5067 3.1563 1.8761 0.420
H 5.7291 0.8559 2.3466 0.479
H 3.3504 0.2880 2.1397 0.247
H 1.3704 3.4729 3.5237 0.344
H 0.9865 3.5204 5.9330 0.454
H -0.2607 1.6945 7.0414 0.407
H -1.1604 -0.1682 5.6894 0.457
H -0.8231 -0.2080 3.2755 0.441
```

- orbital gap (eV) = 6.12
- HOMO energy (eV) = -12.94
- net charge = +2

x:
The following is a DFT calculation (ωB97M-V with the def2-TZVPD basis set) of a molecular structure, C48H33ClGeI2N4O2W.

Geometry as XYZ:
```
92
Properties=species:S:1:pos:R:3:mulliken_charge:R:1
W 0.0343 0.0367 0.3033 0.883
Cl -1.5718 -6.5091 -2.4151 -0.171
C -1.4752 -5.0126 -1.5787 -0.117
C -1.7540 -4.9599 -0.2099 -0.726
C -1.6619 -3.7612 0.4698 -0.416
C -1.2601 -2.5990 -0.1857 -0.216
O -1.1355 -1.4316 0.4497 -0.173
C -0.9561 -2.6470 -1.5780 1.251
C -0.5065 -1.5170 -2.2998 -1.145
N -0.0135 -0.3736 -1.7799 1.432
C 0.4425 0.5822 -2.7026 0.487
C 0.6998 0.3639 -4.0560 -0.407
C 1.1234 1.3994 -4.8871 -1.271
C 1.3214 2.6670 -4.3993 -0.941
C 1.0925 2.9367 -3.0386 0.807
C 1.3036 4.2049 -2.4655 -0.890
C 1.0766 4.3774 -1.1205 -1.509
C 0.6399 3.2982 -0.3573 0.041
N 0.4054 2.0775 -0.8564 0.422
C 0.6414 1.8909 -2.1857 -0.445
C -1.1095 -3.8702 -2.2589 -1.146
H -2.0523 -5.8559 0.3097 0.516
H -1.8878 -3.7047 1.5245 0.563
H -0.5218 -1.6279 -3.3760 0.607
H 0.6115 -0.6161 -4.4947 0.536
H 1.2950 1.1892 -5.9314 0.450
H 1.6732 3.4613 -5.0349 0.496
H 1.6514 5.0146 -3.0876 0.511
H 1.2488 5.3325 -0.6488 0.533
H 0.5003 3.4281 0.7088 0.382
H -0.9017 -3.9206 -3.3168 0.543
I -0.3520 3.6848 3.8606 0.175
C -1.7863 3.1562 2.4172 0.411
C -3.0190 3.8076 2.3454 -0.085
C -3.9710 3.4399 1.4190 -0.387
I -5.8215 4.4598 1.3905 0.156
C -3.7059 2.3997 0.4943 1.186
C -4.6013 1.9103 -0.4750 -0.801
C -4.2113 0.8733 -1.2959 -1.517
C -2.9371 0.3340 -1.1749 0.178
N -2.0405 0.7729 -0.2851 0.171
C -2.4315 1.7755 0.5567 0.116
C -1.4718 2.1329 1.5326 -1.297
O -0.3281 1.4410 1.5359 -0.169
H -3.2215 4.6067 3.0417 0.469
H -5.5872 2.3353 -0.5646 0.297
H -4.8854 0.4669 -2.0317 0.498
H -2.6233 -0.4832 -1.8160 0.384
C -0.6174 -0.9090 4.8221 -0.946
C 0.2403 -1.9759 5.0668 -1.060
C 0.9460 -2.5092 4.0059 -0.884
C 0.8149 -1.9527 2.7292 0.444
N 0.0681 -0.8440 2.5230 0.619
C -0.6599 -0.3785 3.5492 -0.766
C 1.3941 -2.5570 1.5281 1.178
C 1.8674 -3.8761 1.5405 -0.877
C 2.3062 -4.4711 0.3779 -1.366
C 2.3212 -3.7509 -0.8047 -1.251
C 1.8944 -2.4298 -0.8131 1.324
C 1.3712 -1.8188 0.3274 0.057
H -1.2325 -0.4983 5.6065 0.563
H 0.3340 -2.3906 6.0601 0.492
H 1.6044 -3.3459 4.1703 0.578
H -1.3107 0.4625 3.3389 0.415
H 1.8840 -4.4488 2.4540 0.343
H 2.6636 -5.4873 0.3934 0.518
H 2.6684 -4.2078 -1.7187 0.536
H 2.0042 -1.8679 -1.7371 0.338
Ge 2.5062 0.6408 0.4929 3.117
C 4.0278 -0.5835 0.0886 -0.017
C 4.5278 -0.6408 -1.2135 -0.387
C 5.5143 -1.5452 -1.5565 -0.734
C 6.0319 -2.4018 -0.5964 -0.627
C 5.5693 -2.3342 0.7093 -0.783
C 4.5672 -1.4429 1.0426 -0.366
C 3.1505 1.5030 2.2052 -0.331
C 4.3959 2.1176 2.1386 -0.972
C 4.9356 2.7037 3.2701 -0.752
C 4.2407 2.6777 4.4691 -0.564
C 3.0051 2.0597 4.5373 -1.199
C 2.4610 1.4701 3.4052 0.021
H 3.0305 1.7415 -0.4974 -0.459
H 4.1427 0.0539 -1.9530 0.452
H 5.8755 -1.5856 -2.5729 0.460
H 6.7994 -3.1113 -0.8621 0.434
H 5.9859 -2.9856 1.4619 0.470
H 4.2038 -1.3934 2.0605 0.450
H 4.9363 2.1194 1.2018 0.439
H 5.9034 3.1740 3.2100 0.433
H 4.6651 3.1375 5.3495 0.420
H 2.4588 2.0371 5.4686 0.556
H 1.4865 1.0024 3.4569 1.014
```

- orbital gap (spin up / spin down) (eV) = 5.24 / 5.24
- HOMO energy (spin up / spin down) (eV) = -12.86 / -12.86
- net charge = +2

Which structure loses on stability? x does.

w:
The following is a DFT calculation (ωB97M-V with the def2-TZVPD basis set) of 9 unconnected molecules or ions with the total composition CH20O9.

Geometry as XYZ:
```
30
Properties=species:S:1:pos:R:3:nbo_charge:R:1
C -0.9163 1.0729 0.4187 -0.253
O -0.1201 0.4378 1.4059 -0.729
H -0.3775 1.2474 -0.5126 0.175
H -1.7960 0.4437 0.2842 0.161
H -1.2411 1.9716 0.9431 0.180
H 0.5007 -0.1078 0.9175 0.466
O 0.4482 3.5959 -5.2986 -0.936
H -0.4044 3.1617 -5.2710 0.470
H 0.2887 4.4619 -4.9232 0.465
O -1.9578 -4.5634 -0.7247 -0.939
H -1.3361 -5.2295 -0.4314 0.471
H -2.8015 -4.8535 -0.3780 0.469
O 1.2198 2.5651 5.8167 -0.937
H 0.9105 1.9681 5.1353 0.470
H 1.1485 2.0613 6.6275 0.467
O 5.9180 2.2047 1.9333 -0.935
H 5.1179 1.7943 2.2614 0.469
H 5.9804 1.9152 1.0231 0.466
O 4.2100 -2.4302 0.2369 -0.937
H 5.0622 -2.2630 -0.1656 0.469
H 4.4009 -3.0185 0.9674 0.469
O -1.0159 -2.3526 -4.4373 -0.939
H -1.1248 -2.6753 -3.5428 0.472
H -1.7309 -1.7274 -4.5556 0.467
O -4.0430 1.7735 -4.4402 -0.938
H -4.8431 1.4140 -4.8233 0.470
H -4.3452 2.2864 -3.6906 0.469
O -2.1207 -1.8806 5.3129 -0.937
H -1.9763 -1.5242 4.4364 0.470
H -3.0550 -1.7491 5.4745 0.467
```

- orbital gap (eV) = 10.67
- HOMO energy (eV) = -10.46
- structure (SMILES) = CO.O.O.O.O.O.O.O.O

x:
The following is a DFT calculation (ωB97M-V with the def2-TZVPD basis set) of a molecular structure, CH20O9.

Geometry as XYZ:
```
30
Properties=species:S:1:pos:R:3:nbo_charge:R:1
O -0.4391 -0.0614 -0.3728 -0.922
H -0.1095 -0.8620 -0.7878 0.438
H 0.2440 0.2180 0.2411 0.456
H -1.3216 -0.1126 0.0014 0.438
C 1.5985 1.5550 0.5192 -0.310
O 1.1675 0.3096 0.9854 -0.840
H 1.8342 2.2049 1.3619 0.190
H 2.4194 1.6079 -0.1959 0.180
H 0.6977 2.0296 0.1301 0.164
O -0.3201 -0.3296 -3.3991 -0.951
H 0.6117 -0.4992 -3.5378 0.469
H -0.3454 0.2885 -2.6687 0.490
O -0.3250 1.7583 2.5543 -0.971
H -0.6744 2.3571 1.8943 0.452
H 0.2668 1.1841 2.0682 0.480
O 0.0766 -1.4677 -1.4981 -0.821
H 0.7747 -2.0709 -1.2431 0.513
H -0.3422 -1.8889 -2.2487 0.525
O 2.0838 -0.8897 -0.6321 -1.010
H 2.1105 -0.1060 -0.0832 0.492
H 2.4374 -1.5841 -0.0763 0.480
O 1.3105 -1.4827 2.0146 -1.025
H 1.8741 -1.4140 2.7852 0.448
H 1.1990 -0.5797 1.7174 0.455
O -3.1474 0.3949 -1.1466 -0.956
H -2.9365 0.1293 -0.2515 0.431
H -4.0533 0.1129 -1.2734 0.460
O -2.0942 -0.2503 0.6817 -0.815
H -2.6908 0.3613 1.1134 0.518
H -1.9069 -0.9127 1.3468 0.540
```

- orbital gap (eV) = 9.10
- HOMO energy (eV) = -9.18

Which structure loses on stability? x does.